ORCA calculation (ωB97M-V/def2-TZVPD) on a molecular structure, C42H112Br6N14O14 at a distorted geometry.

```
188
Properties=species:S:1:pos:R:3:forces:R:3
C 18.751056 12.342419 20.434132 0.401 0.122 -0.219
C 18.565839 13.530489 19.573484 0.259 0.338 -0.129
O 19.379658 14.286301 19.151638 0.372 0.018 0.149
N 17.183339 13.781557 19.112170 -0.840 -0.978 0.074
H 16.562720 13.352712 19.800619 -0.289 0.246 -0.170
H 17.036767 14.787950 19.084550 -0.163 1.247 0.330
C 16.947359 13.188964 17.741645 0.072 1.019 0.855
H 18.189445 12.351578 21.362001 -0.219 0.230 0.157
H 19.816104 12.332214 20.644932 0.004 -0.575 0.082
H 18.413850 11.464050 19.876769 0.285 -0.172 0.063
H 17.049803 12.149729 17.923287 -0.199 -1.066 -0.755
H 17.703734 13.626853 17.141194 0.941 -0.124 -0.713
H 16.026746 13.555577 17.310549 -0.504 -0.378 0.276
C 20.136379 18.162549 24.392724 0.147 -0.148 0.971
C 20.201283 17.868730 22.999118 -1.453 1.243 -4.486
O 19.739854 18.495379 22.051348 1.633 -1.956 2.401
N 21.005462 16.546078 22.641508 -0.497 0.567 -0.278
H 21.870524 16.461071 23.188797 0.015 0.168 -0.164
H 20.383020 15.848706 23.034995 -0.081 -0.671 0.045
C 21.193473 16.290895 21.147813 -0.776 1.025 0.846
H 19.705023 19.148820 24.508060 0.213 0.140 0.262
H 21.187912 18.087954 24.658849 0.152 0.413 1.008
H 19.563226 17.449590 25.000147 0.197 -0.071 -0.181
H 20.195491 16.414850 20.701455 0.480 -0.149 -0.024
H 21.596939 15.313843 21.015990 0.145 -0.750 -0.029
H 21.898457 17.026360 20.774820 -0.049 0.078 0.018
C 16.705504 20.602654 21.247137 -0.279 -0.956 0.676
C 16.231094 21.956413 21.468383 -4.435 2.943 -1.267
O 15.081049 22.362296 21.263709 3.885 -1.255 1.117
N 17.301020 23.041327 21.685143 0.908 -1.255 -1.323
H 17.047179 23.821306 22.264161 -0.825 0.566 0.484
H 18.091794 22.581449 22.141328 0.201 0.332 -0.130
C 17.623048 23.564128 20.241610 -0.948 0.705 1.142
H 16.862508 20.421424 20.188381 0.208 0.059 -0.232
H 15.877610 19.950645 21.539165 0.160 -0.122 -0.079
H 17.568839 20.343767 21.841020 0.406 -0.161 -0.014
H 18.119741 22.786676 19.679048 -0.086 -0.095 -0.041
H 18.174344 24.509990 20.279998 0.106 -0.410 0.247
H 16.611539 23.798584 19.894923 0.368 -0.144 -0.534
C 18.061837 22.460755 11.335944 0.231 -0.851 0.176
C 16.801898 22.906250 10.728798 -0.946 0.296 -1.109
O 15.750700 22.352006 10.714375 0.461 0.747 -0.019
N 16.954311 24.294859 10.005763 1.576 -0.916 0.125
H 16.100890 24.844648 9.945821 -0.201 0.041 0.320
H 17.655126 24.717472 10.628072 -0.280 0.733 -0.631
C 17.475773 24.135685 8.540755 -1.552 -0.389 0.475
H 17.842240 21.462012 11.687641 0.071 -0.175 0.545
H 18.376374 23.100635 12.155687 0.006 0.063 0.170
H 18.904361 22.334850 10.658985 -0.045 0.444 -0.348
H 17.735015 25.090847 8.097608 0.240 0.132 0.335
H 16.553918 23.780871 8.084787 0.262 -0.121 -0.570
H 18.239441 23.370776 8.465760 0.203 0.181 0.232
C 17.364634 27.256332 15.925027 -0.609 1.225 -1.382
C 17.153284 26.038461 16.658025 0.985 -1.506 3.252
O 17.528345 25.819815 17.800393 -0.996 0.249 -1.901
N 16.705666 24.864537 15.882794 0.246 -0.459 -0.482
H 15.846920 24.249166 16.330570 0.765 0.489 0.035
H 16.415037 25.193813 14.971236 -0.204 -0.110 -0.271
C 17.912570 23.950178 15.726265 -1.179 0.359 -0.043
H 18.422453 27.282474 15.676202 0.191 0.243 -0.140
H 17.109754 28.126121 16.485992 0.230 0.588 0.931
H 16.751654 27.402574 15.030894 0.215 -0.505 -0.153
H 18.734785 24.481148 15.270415 0.158 0.167 -0.114
H 17.618792 23.093089 15.146846 -0.056 -0.263 -0.269
H 18.133525 23.658234 16.724958 0.417 -0.344 0.639
C 15.863205 10.027601 12.215393 0.672 -0.965 -0.252
C 16.367250 10.865044 11.124299 1.863 0.658 -1.873
O 17.229885 10.686949 10.316285 -1.276 0.142 1.342
N 15.652202 12.254645 11.045620 -0.110 1.006 0.982
H 14.678108 11.968349 10.978800 -0.390 0.553 -0.445
H 15.732110 12.739120 11.996780 0.008 -0.480 -0.783
C 16.170226 13.173549 9.960131 0.515 -1.352 -0.419
H 16.312120 10.355166 13.138502 -0.353 0.657 0.614
H 16.359533 9.064929 12.092548 -0.465 -0.270 -0.290
H 14.779320 9.940845 12.218827 0.026 -0.004 0.282
H 15.723193 14.135617 9.787473 -1.096 0.056 0.680
H 16.139640 12.610568 9.023128 0.137 0.124 0.195
H 17.198027 13.372377 10.221216 0.385 -0.245 -0.014
C 26.456564 16.942623 15.921796 1.543 -0.109 0.019
C 25.154823 16.812909 15.231470 -0.678 -2.294 -0.242
O 24.688492 15.887427 14.633588 0.893 2.051 0.911
N 24.163375 18.033698 15.519135 0.085 0.152 -0.365
H 24.355146 18.295335 16.488212 -0.187 0.064 -0.121
H 24.538244 18.805232 14.931342 -0.644 -0.330 0.213
C 22.720834 17.601230 15.232787 1.126 -0.063 0.732
H 26.425657 16.813862 17.010084 -0.662 0.085 -0.024
H 27.025003 17.875557 15.767597 -0.528 -0.117 -0.242
H 27.125637 16.124185 15.615301 -0.378 0.214 -0.264
H 21.985546 18.387910 15.187291 0.233 0.715 -0.442
H 22.423843 16.962943 16.061209 0.196 -0.299 -0.094
H 22.857172 17.024170 14.336432 -0.678 -0.152 -0.399
C 20.007893 19.209588 18.577964 -0.159 -0.272 0.060
C 19.955835 20.655108 18.256902 0.827 0.005 0.947
O 19.061820 21.361438 17.969485 -0.284 -0.012 -0.137
N 21.339080 21.446828 18.425891 -0.825 -0.332 -0.664
H 20.995354 22.365869 18.698479 0.241 0.080 0.454
H 21.943634 21.039704 19.139985 -0.004 0.208 0.008
C 22.045186 21.675813 17.110046 -0.019 0.295 0.153
H 20.390592 18.709649 17.698329 -0.371 -0.264 -0.615
H 19.029123 18.809286 18.888552 0.137 0.167 -0.524
H 20.704633 18.892208 19.338719 0.379 0.621 0.568
H 21.276120 21.815083 16.350600 0.116 -0.285 -0.158
H 22.723237 20.861103 16.900650 -0.160 -0.254 -0.113
H 22.619050 22.584396 17.208115 0.254 0.226 0.068
C 11.408834 19.854914 22.221326 0.446 0.216 1.409
C 12.408897 19.445702 21.238169 3.947 -2.179 -0.113
O 13.422269 18.761176 21.418236 -3.529 2.411 -1.070
N 12.152735 19.993873 19.788108 -1.254 0.158 0.593
H 11.445163 19.396875 19.373234 -0.400 -0.317 -0.284
H 11.694016 20.891648 19.949092 -0.193 0.127 -0.212
C 13.283588 20.155102 18.893941 2.321 -0.383 0.565
H 10.482393 19.278841 22.170565 -0.034 0.124 -0.096
H 11.215871 20.927404 22.236003 -0.306 0.066 -0.492
H 11.902588 19.687355 23.193036 -0.460 -0.297 -0.238
H 13.925635 19.295994 19.038156 0.142 -0.329 0.072
H 13.817528 21.006817 19.257835 0.399 0.642 0.081
H 13.179697 20.241536 17.827280 -1.280 0.053 -0.185
C 20.591712 17.624459 9.638598 -0.109 -0.868 -0.074
C 20.326486 17.393679 11.054589 1.536 -1.074 4.732
O 21.075012 17.270735 12.026938 -2.086 0.795 -3.570
N 18.817558 17.097913 11.426818 0.077 -0.584 -1.159
H 18.250673 17.884950 11.784256 0.248 0.269 0.146
H 18.390077 16.878013 10.527963 -0.379 -0.225 0.051
C 18.747575 15.954763 12.400687 1.121 0.596 0.259
H 21.649982 17.758839 9.554518 0.547 0.674 -0.307
H 19.954828 18.418927 9.277957 0.107 0.365 -0.379
H 20.394045 16.709428 9.047919 -0.265 0.244 0.291
H 17.788242 15.789607 12.856472 -0.639 0.094 -0.350
H 19.440675 16.304241 13.154812 0.040 -0.323 0.448
H 19.172206 15.053193 11.967763 -0.203 0.023 -0.200
C 13.329263 23.794208 13.511690 0.290 1.221 -0.291
C 14.337779 22.746430 13.393950 -0.632 -0.352 1.665
O 15.467983 22.869399 13.725481 1.271 -0.248 -0.382
N 13.864609 21.399382 13.015117 -0.390 -0.988 -1.234
H 13.314603 21.478643 12.141169 0.130 -0.054 0.362
H 14.693653 20.789802 12.749691 -0.537 0.295 0.496
C 12.992557 20.706539 14.086861 0.587 0.147 -0.590
H 12.424723 23.600242 14.079685 -0.151 -0.476 -0.274
H 13.135405 24.119205 12.486347 -0.593 0.199 0.032
H 13.848472 24.602740 14.028736 -0.246 0.097 -0.142
H 13.024257 19.659320 13.865905 0.338 -0.599 0.022
H 11.943473 20.972971 14.019169 0.120 0.662 0.039
H 13.470060 20.908414 15.035219 -0.202 0.068 0.284
C 9.639776 13.979874 20.000813 -0.654 0.322 -0.562
C 10.951501 14.106118 19.317514 0.492 -0.686 1.480
O 11.379873 13.799211 18.277318 -0.296 -0.133 -0.758
N 12.073140 14.717025 20.286124 -0.310 2.033 -1.054
H 11.602729 14.971814 21.156162 0.561 -0.006 0.170
H 12.820123 14.049660 20.413213 -0.031 -0.440 0.397
C 12.684750 15.912314 19.492633 0.769 -0.948 0.719
H 9.586127 13.338277 20.892353 0.557 0.133 -0.209
H 8.988622 13.551109 19.249836 -0.377 -0.091 -0.037
H 9.232914 14.970503 20.269953 0.233 -0.261 -0.061
H 11.973489 16.705541 19.361007 -0.577 -0.107 -0.316
H 13.027977 15.453550 18.572381 -0.455 0.311 -0.338
H 13.581136 16.345143 19.941202 -0.154 -0.330 0.603
C 12.187606 17.112506 11.994579 -0.436 -0.111 -1.497
C 13.093656 15.979618 12.212980 1.396 -2.763 -0.880
O 13.608526 15.232956 11.406258 -0.858 1.591 1.012
N 13.337859 15.635057 13.645270 -0.550 0.185 -0.105
H 14.316098 15.252416 13.844976 -0.704 0.090 -0.579
H 13.219545 16.530986 14.143339 -0.244 -0.443 0.955
C 12.318846 14.540486 14.044221 2.301 -0.214 -0.856
H 11.897606 17.037994 10.941996 0.238 0.386 0.019
H 12.755104 18.014085 12.176262 -0.002 0.438 0.073
H 11.240651 17.102836 12.521476 0.133 -0.123 0.690
H 12.534841 13.704280 13.389401 -0.014 0.063 -0.576
H 11.289600 14.798677 13.911724 -0.393 0.586 0.583
H 12.743918 14.172304 14.950237 -0.797 0.109 1.278
C 16.709950 16.811718 16.025433 -0.627 0.375 -1.260
C 17.745703 17.840678 15.809279 1.728 -0.384 2.153
O 18.881733 17.711143 16.250485 -1.749 0.806 -1.461
N 17.293270 19.132757 15.259640 -0.598 0.172 1.202
H 18.115987 19.715986 15.014924 0.515 0.256 0.038
H 16.770887 18.992952 14.381776 -0.182 -0.243 -0.545
C 16.367254 19.894295 16.218159 -0.236 -0.849 -0.603
H 15.989954 16.823931 15.174715 0.273 -0.157 0.784
H 16.216256 17.015853 16.985250 -0.053 0.007 -0.185
H 17.237420 15.873794 16.065997 -0.095 -0.422 0.038
H 16.722180 19.722046 17.207028 0.632 0.384 0.799
H 15.340177 19.501820 16.254016 0.298 -0.254 -0.679
H 16.338519 20.929301 15.912049 0.203 0.228 0.137
Br 16.048479 18.743078 12.451600 -0.259 0.090 -0.301
Br 16.189630 13.867841 14.044610 -0.230 0.079 -0.065
Br 19.925514 20.744937 14.365015 -0.087 0.015 0.108
Br 16.835923 16.999493 19.760254 0.085 -0.015 -0.073
Br 14.657792 23.024572 17.184083 0.014 -0.288 -0.023
Br 12.669148 17.786616 16.314013 0.288 0.039 -0.101
```
Positions in Å, forces in eV/Å.

Values from the calculation:
Charge ... +8
Gap between HOMO and LUMO ... 0.2727 Eh
Molecular weight ... 1516.866 g mol⁻¹

Atomic partial charges in e from the Löwdin method, atoms 1 to 2:
1 C 0.05
2 C -0.45